This record from OMol25 describes an isolated molecule of C25H29ClN4O4. The level of theory is wB97M-V/def2-TZVPD.

Values from the calculation:
Frontier orbital gap, Ha: 0.33274
Relative energy (zero: lowest compared OMol25 entry of this formula, charge and spin), kcal/mol: 0.00
F_max, eV/Å: 0.7
E_HOMO, eV: -8.8
Structure (SMILES): CC[C@@H](C)NC(=O)Cn1c(=O)n(CCCC(=O)NCc2ccccc2Cl)c(=O)c2ccccc21
E_tot, Eh: -1950.3860
LUMO level, eV: 0.3

Structure (ORCA input):
```
! RIJCOSX wB97M-V def2-TZVPD def2/J DEFGRID3
* xyz 0 1
C -2.8335 -3.1259 0.6915
C -2.2468 -1.7268 0.8294
C -2.3671 -1.1483 2.2451
C -1.5610 -1.9395 3.2700
N -1.8842 0.2184 2.2200
C -2.6747 1.2816 2.3838
O -3.8559 1.2347 2.6691
C -1.9602 2.6313 2.2113
N -0.9633 2.6525 1.1577
C 0.3389 2.8780 1.5390
O 0.6474 3.0193 2.7035
N 1.2800 2.9718 0.5266
C 2.6582 3.2264 0.9272
C 3.5635 2.0086 0.7259
C 2.9488 0.7275 1.2999
C 1.8074 0.1993 0.4492
O 0.6616 0.0930 0.8619
N 2.1598 -0.1572 -0.7937
C 1.2242 -0.6320 -1.7904
C 1.5004 -2.0655 -2.1635
C 0.6072 -3.0763 -1.8348
C 0.8646 -4.3952 -2.1655
C 2.0299 -4.7255 -2.8349
C 2.9366 -3.7361 -3.1728
C 2.6677 -2.4208 -2.8346
Cl 3.8201 -1.2000 -3.2760
C 1.0322 2.7969 -0.8217
O 1.9326 2.8729 -1.6357
C -0.3590 2.5134 -1.1593
C -0.7065 2.3034 -2.4943
C -2.0067 2.0157 -2.8396
C -2.9734 1.9406 -1.8425
C -2.6503 2.1508 -0.5183
C -1.3309 2.4383 -0.1537
H -2.2580 -3.8512 1.2604
H -3.8607 -3.1419 1.0483
H -2.8313 -3.4348 -0.3520
H -1.1882 -1.7313 0.5600
H -2.7641 -1.0505 0.1435
H -3.4196 -1.1039 2.5447
H -1.9530 -2.9465 3.3749
H -1.6113 -1.4480 4.2383
H -0.5197 -1.9928 2.9591
H -0.9189 0.3288 1.9341
H -1.4391 2.8631 3.1450
H -2.7162 3.4014 2.0319
H 3.0339 4.0592 0.3271
H 2.6278 3.5100 1.9803
H 4.5105 2.2126 1.2282
H 3.7639 1.8909 -0.3399
H 3.7146 -0.0491 1.3617
H 2.5649 0.9195 2.3036
H 3.1153 -0.0493 -1.0982
H 0.2224 -0.5355 -1.3665
H 1.3019 0.0072 -2.6766
H -0.3024 -2.8197 -1.3136
H 0.1555 -5.1639 -1.8994
H 2.2378 -5.7515 -3.0965
H 3.8485 -3.9798 -3.6953
H 0.0748 2.3807 -3.2352
H -2.2761 1.8519 -3.8713
H -3.9967 1.7157 -2.1037
H -3.4243 2.0832 0.2271
*
```

These are the natural (NBO) partial charges, in e, on atoms 1 to 5: C -0.614; C -0.394; C -0.054; C -0.614; N -0.629


This record from OMol25 describes an isolated molecule of C6H12. The level of theory is wB97M-V/def2-TZVPD.

Values from the calculation:
Frontier orbital gap, Ha: 0.39700
Relative energy (zero: lowest compared OMol25 entry of this formula, charge and spin), kcal/mol: 27.61
F_max, eV/Å: 0.7
E_HOMO, eV: -9.7
Structure (SMILES): CCC1(C)CC1
E_tot, Eh: -235.7742
LUMO level, eV: 1.1

Structure (ORCA input):
```
! RIJCOSX wB97M-V def2-TZVPD def2/J DEFGRID3
* xyz 0 1
C -0.7213 1.6637 -1.2061
C -1.0132 0.3322 -0.4776
C 0.1723 -0.3869 0.1892
C 0.8717 -1.4267 -0.6829
C 0.0561 -0.8428 1.6134
C 0.8307 0.4061 1.3102
H -0.3179 2.4286 -0.5306
H -1.6603 2.0687 -1.6088
H -0.0298 1.5644 -2.0521
H -1.7648 0.5421 0.2938
H -1.4815 -0.3555 -1.1951
H 0.2204 -2.3111 -0.6177
H 1.8372 -1.7316 -0.2560
H 1.0032 -1.1765 -1.7414
H -0.9122 -0.8244 2.1053
H 0.6648 -1.7217 1.8252
H 1.9101 0.4334 1.4486
H 0.3344 1.3379 1.5825
*
```

These are the natural (NBO) partial charges, in e, on atoms 1 to 5: C -0.605; C -0.386; C -0.056; C -0.601; C -0.416


This record from OMol25 describes a cluster of 26 separate species, C37H74BCl50F3O5P in total in a non-equilibrium geometry. The level of theory is wB97M-V/def2-TZVPD.

Values from the calculation:
Frontier orbital gap, Ha: 0.31049
F_max, eV/Å: 1.2
E_HOMO, eV: -11.9
E_tot, Eh: -25505.5389
LUMO level, eV: -3.4

Structure (ORCA input):
```
! RIJCOSX wB97M-V def2-TZVPD def2/J DEFGRID3
* xyz 1 1
C -2.6783 0.6316 1.7820
O -1.7888 -0.4256 1.3941
C -0.9910 0.0249 0.3402
P 0.2823 -1.2729 0.0205
C 1.8356 -0.3845 -0.2539
C 1.9610 0.0432 -1.7481
C 2.2681 1.5225 -2.0249
C 3.6560 2.0834 -1.7467
C 4.0886 2.2295 -0.2725
C 4.9792 1.0781 0.1925
O 6.2937 1.5531 0.4943
C 6.9057 0.8048 1.4654
C 7.0258 -0.6760 1.2495
O 7.3116 1.3510 2.4383
B -0.2028 -2.5056 -1.4398
O -0.9027 -2.0023 -2.4799
O 0.1545 -3.7934 -1.4186
C 1.5572 -4.1035 -1.6712
C 0.4636 -2.2223 1.6369
F 0.6259 -1.3577 2.6379
F 1.5853 -2.9527 1.5623
F -0.5657 -3.0176 1.8570
H -3.0316 0.3777 2.7799
H -2.2012 1.6114 1.8247
H -3.5418 0.6083 1.1213
H -1.5539 0.2053 -0.5875
H -0.4454 0.9293 0.6347
H 1.8800 0.4706 0.4227
H 2.6692 -1.0358 0.0170
H 2.7071 -0.5676 -2.2564
H 0.9935 -0.1361 -2.2277
H 2.1217 1.6311 -3.1031
H 1.5193 2.1726 -1.5619
H 3.6380 3.0957 -2.1557
H 4.4411 1.5512 -2.2893
H 4.6912 3.1340 -0.2051
H 3.2399 2.3754 0.3922
H 4.5492 0.6544 1.1111
H 4.9664 0.2542 -0.5298
H 6.5154 -1.0110 0.3498
H 8.0831 -0.9063 1.1347
H 6.5927 -1.1734 2.1148
H -1.1441 -1.0736 -2.3507
H 2.0239 -3.3716 -2.3292
H 1.6330 -5.0950 -2.0965
H 2.0563 -4.1148 -0.7033
C -3.1453 -5.3234 0.8487
Cl -3.9640 -5.5859 2.3943
Cl -2.0653 -6.6533 0.4267
H -3.8965 -5.2289 0.0730
H -2.5618 -4.4134 0.9212
C 8.3235 2.9924 5.2272
Cl 7.5047 4.5578 5.2789
Cl 8.5484 2.3127 6.8468
H 7.7304 2.3094 4.6395
H 9.2987 3.1319 4.7755
C -4.8456 4.0005 1.3642
Cl -3.1167 4.3260 1.5177
Cl -5.0673 2.3757 0.6779
H -5.3103 4.0434 2.3384
H -5.3017 4.7261 0.6993
C 3.0950 4.8482 2.8277
Cl 4.2549 3.5189 2.7201
Cl 2.8153 5.6107 1.2520
H 2.1518 4.4598 3.1936
H 3.4866 5.5923 3.5110
C -3.3982 7.1478 3.9884
Cl -3.4264 7.7088 5.6625
Cl -4.8784 6.2751 3.5629
H -3.2976 8.0069 3.3368
H -2.5571 6.4750 3.8643
C 4.3397 -7.1022 -0.7175
Cl 4.4131 -5.3979 -0.1834
Cl 4.4684 -8.2386 0.6230
H 3.3939 -7.2745 -1.2203
H 5.1669 -7.2656 -1.3986
C -0.2189 6.5792 -0.0525
Cl -0.8157 5.0838 -0.7821
Cl -1.0942 6.9870 1.4268
H 0.8315 6.4595 0.1836
H -0.3523 7.3846 -0.7632
C -3.5978 9.1827 -0.8142
Cl -3.7231 10.9380 -0.6854
Cl -4.0164 8.3737 0.7029
H -4.2766 8.8426 -1.5871
H -2.5749 8.9273 -1.0698
C -0.0027 6.0030 -4.6712
Cl 0.3541 7.0809 -3.3147
Cl 0.4811 4.3334 -4.3355
H -1.0700 6.0231 -4.8584
H 0.5424 6.3511 -5.5404
C -5.4184 11.3977 -4.2582
Cl -4.8298 9.7268 -4.2848
Cl -5.0381 12.2498 -5.7552
H -6.4941 11.3801 -4.1299
H -4.9444 11.9136 -3.4313
C 4.5180 -6.2346 -4.4716
Cl 3.3446 -7.5091 -4.7767
Cl 3.7649 -4.9326 -3.5389
H 5.3497 -6.6304 -3.8992
H 4.8655 -5.8439 -5.4205
C 2.7086 6.5735 -8.1341
Cl 1.5759 5.2149 -8.0994
Cl 2.1168 7.9493 -7.1937
H 3.6519 6.2473 -7.7125
H 2.8406 6.8874 -9.1626
C 5.5788 -6.3447 8.7543
Cl 4.7567 -6.8943 10.2143
Cl 6.7974 -7.5113 8.2078
H 4.8433 -6.2213 7.9675
H 6.0636 -5.3994 8.9643
C -7.4025 -0.2180 -0.1377
Cl -9.0755 0.0639 0.3523
Cl -7.2887 -0.9893 -1.7322
H -6.9027 0.7433 -0.1850
H -6.9330 -0.8601 0.5939
C 5.1080 -11.8740 -1.3143
Cl 4.7290 -10.4851 -2.3475
Cl 4.8033 -11.5570 0.3916
H 4.4880 -12.7062 -1.6265
H 6.1568 -12.1150 -1.4399
C -0.1380 -5.6510 -6.2539
Cl -0.0550 -4.6249 -4.8118
Cl 0.1982 -7.3450 -5.8874
H -1.1369 -5.5804 -6.6677
H 0.5944 -5.3011 -6.9719
C 5.6330 -8.1025 4.8243
Cl 4.5924 -7.0195 3.8844
Cl 7.0784 -8.5646 3.9217
H 5.9322 -7.5882 5.7286
H 5.0742 -8.9979 5.0705
C -10.7226 -1.1305 -2.7338
Cl -12.3989 -1.4667 -2.2846
Cl -10.6177 -0.1440 -4.1983
H -10.2490 -0.5944 -1.9237
H -10.2150 -2.0713 -2.9123
C -4.2965 -7.8904 5.6780
Cl -4.2283 -6.9594 7.1792
Cl -5.3619 -9.2918 5.8206
H -4.6725 -7.2488 4.8903
H -3.2978 -8.2356 5.4377
C 0.2719 -9.1512 -2.5396
Cl 0.4161 -7.4308 -2.1471
Cl 0.3450 -10.1604 -1.0967
H -0.6814 -9.3086 -3.0308
H 1.0905 -9.4223 -3.1970
C -6.9670 -4.1889 1.3872
Cl -8.5772 -3.4824 1.4758
Cl -5.8619 -3.1700 0.4402
H -6.5705 -4.2879 2.3909
H -7.0334 -5.1577 0.9063
C -3.4879 -1.6509 -4.5222
Cl -5.0679 -0.8678 -4.5455
Cl -2.2587 -0.7177 -5.3871
H -3.1756 -1.7560 -3.4919
H -3.5753 -2.6275 -4.9838
C -1.7543 6.2902 8.4639
Cl -2.1511 5.8561 10.1284
Cl -0.7958 5.0324 7.6662
H -2.6740 6.4226 7.9086
H -1.1809 7.2097 8.4704
C 2.4795 9.4401 0.8507
Cl 0.7942 9.6878 1.3313
Cl 2.6191 8.6167 -0.7104
H 2.9613 10.4071 0.7696
H 2.9686 8.8356 1.6057
C -5.2532 3.0149 -2.8768
Cl -6.8970 3.6564 -2.8408
Cl -4.1757 4.0061 -3.8721
H -4.8697 3.0020 -1.8642
H -5.2781 2.0099 -3.2859
*
```

These are the Löwdin partial charges, in e, on atoms 1 to 5: C -0.096; O -0.221; C -0.287; P 1.280; C -0.244


This record from OMol25 describes a cluster of 3 separate species, C17H30BFN7O7P in total in a non-equilibrium geometry. The level of theory is wB97M-V/def2-TZVPD.

Values from the calculation:
Frontier orbital gap, Ha: 0.26825
F_max, eV/Å: 1.4
E_HOMO, eV: -8.3
Structure (SMILES): C[C@@H](F)Cc1cc([PH2]=N)c2ncc(B(O)O)nc2c1COCOCCO.NC(N)=O.NC(N)=O
E_tot, Eh: -2041.9226
LUMO level, eV: -1.0

Structure (ORCA input):
```
! RIJCOSX wB97M-V def2-TZVPD def2/J DEFGRID3
* xyz 0 1
C 3.8204 2.6878 1.8739
C 2.4155 2.7999 1.3087
F 2.5044 2.9654 -0.0642
C 1.6308 1.5406 1.5910
C 0.1807 1.5740 1.1584
C -0.3998 2.7448 0.6193
C -1.6984 2.7840 0.1838
P -2.2835 4.3478 -0.5491
N -3.1428 4.3165 -1.8556
C -2.5222 1.6403 0.2998
N -3.8228 1.7065 -0.0907
C -4.4923 0.5959 0.0360
C -3.9562 -0.5966 0.5625
B -4.8428 -1.8988 0.6786
O -6.1816 -1.8601 0.2644
O -4.3213 -3.0839 1.1184
N -2.7036 -0.6669 0.9586
C -1.9635 0.4656 0.8349
C -0.5999 0.4420 1.2516
C -0.0618 -0.8594 1.7666
O 0.3513 -1.6342 0.6405
C 1.5185 -2.3492 0.8373
O 2.5984 -1.5649 0.4117
C 3.8268 -2.0120 0.9361
C 4.9379 -1.0025 0.6278
O 4.4666 0.0008 -0.2639
H 4.3715 1.9153 1.3507
H 3.7396 2.3547 2.9065
H 4.3420 3.6370 1.8701
H 1.9611 3.6909 1.7405
H 1.6867 1.3189 2.6505
H 2.1172 0.7379 1.0378
H 0.2170 3.6241 0.5262
H -1.0728 5.0366 -0.7715
H -2.9059 5.0517 0.5058
H -3.3523 3.3710 -2.1430
H -5.5255 0.6005 -0.2791
H -6.6332 -1.3044 0.9126
H -4.4115 -3.2075 2.0667
H 0.7551 -0.7037 2.4619
H -0.8418 -1.4005 2.2940
H 1.6369 -2.6419 1.8876
H 1.4617 -3.2642 0.2433
H 3.7343 -2.1050 2.0215
H 4.0981 -2.9853 0.5284
H 5.7808 -1.5246 0.1774
H 5.2873 -0.5594 1.5592
H 5.0053 0.7868 -0.1601
N 8.9905 -1.8203 -2.8587
C 7.8279 -1.6705 -2.1527
N 7.1959 -0.4684 -2.3112
O 7.3865 -2.5461 -1.4289
H 9.3700 -1.1144 -3.4591
H 9.4753 -2.6920 -2.7617
H 6.3298 -0.3371 -1.8167
H 7.5371 0.2704 -2.8952
N -7.8878 -1.2252 -2.3493
C -9.0055 -1.8301 -2.8533
N -9.6973 -2.6026 -1.9557
O -9.3625 -1.6994 -4.0092
H -7.5790 -1.3250 -1.3996
H -7.3541 -0.6568 -2.9792
H -10.5215 -3.0639 -2.2897
H -9.4154 -2.7312 -1.0033
*
```

These are the natural (NBO) partial charges, in e, on atoms 1 to 5: C -0.626; C 0.213; F -0.369; C -0.512; C 0.111


This record from OMol25 describes a structure of composition C39H38N2O2Sb2W. The level of theory is wB97M-V/def2-TZVPD.

Values from the calculation:
Frontier orbital gap (alpha / beta), Ha: 0.22645 / 0.22649
Relative energy (zero: lowest compared OMol25 entry of this formula, charge and spin), kcal/mol: 29.97
F_max, eV/Å: 0.9
E_HOMO (alpha / beta), eV: -13.7 / -13.7
E_tot, Eh: -2315.9173
LUMO level (alpha / beta), eV: -7.6 / -7.6

Structure (ORCA input):
```
! RIJCOSX wB97M-V def2-TZVPD def2/J DEFGRID3
* xyz 2 1
W -1.4493 -0.4765 0.2966
C -3.8473 -3.7483 1.4831
C -2.9985 -2.5443 1.7187
O -2.9357 -1.7029 0.7081
C -2.3532 -2.2949 2.9097
C -1.7056 -1.0820 3.2471
C -1.5456 -0.7527 4.6986
N -1.2950 -0.2138 2.3315
N -1.1045 1.1006 2.7678
C -1.5876 1.8910 1.8743
O -2.0622 1.4112 0.7012
C -1.6487 3.3462 2.0755
C -1.0101 3.9155 3.1792
C -1.0800 5.2817 3.3842
C -1.7980 6.0827 2.5044
C -2.4541 5.5169 1.4206
C -2.3802 4.1505 1.2040
H -4.0165 -3.8794 0.4179
H -4.8129 -3.6313 1.9793
H -3.3697 -4.6350 1.8981
H -2.5060 -2.9946 3.7185
H -1.4332 -1.6710 5.2702
H -2.4538 -0.2537 5.0464
H -0.7097 -0.0817 4.8723
H -0.4702 3.2853 3.8734
H -0.5845 5.7249 4.2370
H -1.8546 7.1496 2.6730
H -3.0311 6.1389 0.7504
H -2.9137 3.7001 0.3768
C 1.1671 2.6840 -0.3379
C 0.0378 3.2478 -1.1970
C -0.3017 2.4254 -2.4338
Sb -1.5580 0.7170 -2.1285
C -1.2800 -0.2906 -3.9405
C -0.0972 -0.2770 -4.6787
C -0.0481 -0.9066 -5.9110
C -1.1792 -1.5339 -6.4210
C -2.3643 -1.5338 -5.7006
C -2.4162 -0.9151 -4.4598
C -0.6804 -2.1183 -0.7452
C -0.0107 -2.6694 0.3597
C 0.4186 -3.9973 0.2983
C 0.1594 -4.7629 -0.8224
C -0.5388 -4.2214 -1.8961
C -0.9675 -2.9056 -1.8582
Sb 1.1476 0.5841 0.0853
C 2.2086 0.4157 1.8850
C 2.1450 1.3932 2.8736
C 2.8598 1.2315 4.0510
C 3.6256 0.0908 4.2498
C 3.6855 -0.8899 3.2694
C 2.9816 -0.7277 2.0853
C 2.5342 -0.2132 -1.2720
C 3.8275 0.3053 -1.2001
C 4.8008 -0.1404 -2.0792
C 4.4915 -1.1077 -3.0279
C 3.2082 -1.6284 -3.0964
C 2.2286 -1.1825 -2.2188
H 1.2007 3.1945 0.6261
H 2.1396 2.8268 -0.8158
H 0.3401 4.2443 -1.5285
H -0.8435 3.3980 -0.5777
H 0.5909 1.9520 -2.8623
H -0.7488 3.0099 -3.2375
H 0.7923 0.2148 -4.3067
H 0.8700 -0.8999 -6.4830
H -1.1370 -2.0155 -7.3887
H -3.2476 -2.0100 -6.1036
H -3.3491 -0.9303 -3.9060
H 0.2645 -2.0928 1.2538
H 0.9776 -4.4121 1.1269
H 0.4999 -5.7888 -0.8582
H -0.7575 -4.8361 -2.7594
H -1.5286 -2.5119 -2.6923
H 1.5456 2.2861 2.7406
H 2.8250 1.9988 4.8127
H 4.1846 -0.0294 5.1678
H 4.2903 -1.7738 3.4205
H 3.0620 -1.4861 1.3130
H 4.0973 1.0480 -0.4568
H 5.8028 0.2625 -2.0218
H 5.2550 -1.4586 -3.7087
H 2.9657 -2.3887 -3.8273
H 1.2346 -1.6077 -2.2772
*
```

These are the Löwdin partial charges, in e, on atoms 1 to 5: W 1.301; C 0.021; C -0.367; O -0.206; C 0.019


This record from OMol25 describes a cluster of 2 separate species, C3H10N2O2 in total in a non-equilibrium geometry. The level of theory is wB97M-V/def2-TZVPD.

Values from the calculation:
Frontier orbital gap, Ha: 0.38014
Relative energy (zero: lowest compared OMol25 entry of this formula, charge and spin), kcal/mol: 32.14
F_max, eV/Å: 2.3
E_HOMO, eV: -9.6
Structure (SMILES): CNCC(N)=O.O
E_tot, Eh: -380.2854
LUMO level, eV: 0.8

Structure (ORCA input):
```
! RIJCOSX wB97M-V def2-TZVPD def2/J DEFGRID3
* xyz 0 1
C -1.4597 0.5909 -1.2448
N -0.8740 0.0764 0.0240
C -0.2280 -1.2161 -0.2134
C 0.7703 -1.6180 0.8800
N 1.8138 -0.7452 0.9113
O 0.6610 -2.7009 1.4129
H -0.5294 0.5116 -1.8462
H -2.3278 0.0663 -1.6567
H -1.6805 1.6513 -1.2085
H -1.6937 -0.0217 0.6133
H -0.9108 -2.0552 -0.2996
H 0.3958 -1.2230 -1.1289
H 1.6284 0.2445 0.8367
H 2.7931 -0.9405 1.0322
O 0.8813 2.3368 0.5316
H 0.0978 1.7862 0.6667
H 0.6625 3.2567 0.6893
*
```

These are the natural (NBO) partial charges, in e, on atoms 1 to 5: C -0.427; N -0.650; C -0.317; C 0.672; N -0.867


- Which value of F_max does entry 5 give?
  0.9 eV/Å


- The lowest E_tot belongs to which entry?
  C37H74BCl50F3O5P


- F_max of number 6 (C3H10N2O2)?
  2.3 eV/Å


- Look up the E_tot of the sixth one.
  -380.2854 Eh